# 1
Entry from the Open Molecules 2025 dataset: a single C3H5NO2 molecule (wB97M-V/def2-TZVPD).

```
11
C3H5NO2 wB97M-V/def2-TZVPD
N 2.119 1.131 0.633
C 1.019 0.602 0.339
O -0.171 1.141 0.700
C -1.220 0.322 0.191
C -0.503 -0.999 -0.049
O 0.821 -0.561 -0.346
H 2.880 0.530 0.327
H -1.616 0.757 -0.734
H -2.012 0.264 0.940
H -0.475 -1.614 0.859
H -0.886 -1.583 -0.887
```

Output
LUMO energy, hartree: 0.029
Electronic energy, eV: -8776.5913
ΔE to the lowest compared entry with this formula, charge and spin, kcal/mol: 25.4
SMILES: N=C1OCCO1

***

# 2
Entry from the Open Molecules 2025 dataset: a molecular structure, C12H16Cl5N2O3PbS at a distorted geometry (wB97M-V/def2-TZVPD).

```
40
C12H16Cl5N2O3PbS wB97M-V/def2-TZVPD
Pb -0.022 0.332 -0.756
Cl 2.924 1.014 -0.357
C 2.168 2.560 -0.257
C 0.798 2.588 -0.347
C 0.196 3.849 -0.238
Cl -1.478 3.975 -0.408
C 0.955 5.049 0.001
Cl 0.178 6.533 0.171
C 2.344 4.977 0.076
Cl 3.264 6.375 0.352
C 2.979 3.728 -0.080
Cl 4.650 3.612 -0.038
C -4.922 0.694 0.772
O -3.774 0.640 1.661
C -2.583 0.579 1.163
O -2.308 0.530 -0.045
N -1.630 0.531 2.132
N -0.276 0.453 1.798
H -5.785 0.695 1.426
H -4.939 -0.178 0.122
H -4.897 1.602 0.174
H -1.911 0.612 3.100
H 0.143 -0.365 2.232
H 0.222 1.275 2.133
C 0.337 -5.170 -1.478
C 0.490 -5.135 0.028
S -0.391 -3.724 0.830
O 0.178 -2.428 0.377
C -2.160 -3.781 0.289
C -3.105 -3.992 1.458
H 0.932 -6.019 -1.825
H 0.740 -4.283 -1.962
H -0.686 -5.339 -1.808
H 1.531 -5.024 0.335
H 0.068 -6.014 0.523
H -2.220 -4.616 -0.410
H -2.315 -2.835 -0.230
H -2.900 -4.926 1.980
H -4.125 -4.059 1.079
H -3.073 -3.171 2.175
```

Output
LUMO energy (spin up / spin down), hartree: -0.451 / -0.476
Electronic energy, eV: -100490.5948
ΔE to the lowest compared entry with this formula, charge and spin, kcal/mol: 0.0
Charge: +3

***

# 3
Entry from the Open Molecules 2025 dataset: 2 unconnected molecules or ions with the total composition C3H9NS2 at a distorted geometry (wB97M-V/def2-TZVPD).

```
15
C3H9NS2 wB97M-V/def2-TZVPD
C -1.363 -2.194 0.261
S -1.642 -1.248 -1.313
S 0.109 -0.643 -1.998
H -0.280 -2.378 0.325
H -1.764 -3.192 0.042
H -1.608 -1.488 1.047
H 0.054 0.659 -1.615
C 0.356 1.927 2.506
C 1.670 2.059 2.636
N 2.449 2.239 1.475
H -0.175 2.000 1.568
H -0.391 1.835 3.292
H 2.293 2.332 3.493
H 1.935 2.225 0.608
H 3.290 1.697 1.366
```

Output
LUMO energy, hartree: 0.021
Electronic energy, eV: -26416.0970
ΔE to the lowest compared entry with this formula, charge and spin, kcal/mol: 36.4
SMILES: C=CN.CSS

***

# 4
Entry from the Open Molecules 2025 dataset: a molecular structure, C19H28NPTeW at a distorted geometry (wB97M-V/def2-TZVPD).

```
51
C19H28NPTeW wB97M-V/def2-TZVPD
C 1.674 -4.075 -1.041
C 2.038 -3.426 0.144
C 1.479 -2.188 0.521
C 0.501 -1.583 -0.317
C 0.195 -2.218 -1.558
C 0.767 -3.454 -1.907
C 2.016 -1.516 1.771
C 2.184 0.003 1.591
N 3.539 0.391 1.208
W -0.402 0.233 0.019
C -0.667 -1.468 -2.558
P -0.180 0.311 -2.318
H 2.789 -3.882 0.801
H 0.510 -3.919 -2.866
H 2.120 -5.040 -1.304
H -1.745 -1.532 -2.315
H -0.521 -1.826 -3.593
H 1.335 -1.672 2.621
H 2.981 -1.983 2.033
H 1.414 0.388 0.875
C -1.285 1.299 -3.417
C 1.473 0.424 -3.128
H 1.975 0.476 2.571
C 3.854 0.111 -0.185
C 3.821 1.774 1.560
H -1.544 1.623 0.196
H 4.907 0.375 -0.387
H 3.729 -0.964 -0.396
H 3.213 0.680 -0.905
H 4.878 2.008 1.340
H 3.187 2.513 1.007
H 3.650 1.922 2.640
H 1.422 0.155 -4.198
H 1.865 1.449 -3.022
H 2.150 -0.269 -2.602
H -1.221 0.955 -4.465
H -2.324 1.199 -3.063
H -0.999 2.364 -3.369
H -0.797 1.957 0.373
Te -1.392 -0.124 2.602
C -3.326 0.885 2.349
C -4.017 1.241 3.522
C -5.244 1.919 3.464
C -5.795 2.264 2.232
C -5.138 1.909 1.053
C -3.923 1.209 1.107
H -3.604 0.990 4.489
H -5.765 2.187 4.375
H -6.733 2.799 2.181
H -5.572 2.188 0.100
H -3.473 0.939 0.168
```

Output
Multiplicity: 3
LUMO energy (spin up / spin down), hartree: -0.342 / -0.338
Electronic energy, eV: -40033.3013
Charge: +2

***

# 5
Entry from the Open Molecules 2025 dataset: a molecular structure, C34H30F3N2PdS2Sb (wB97M-V/def2-TZVPD).

```
73
C34H30F3N2PdS2Sb wB97M-V/def2-TZVPD
Pd -0.730 1.058 -0.702
C 2.752 1.419 -1.025
N 1.623 2.225 -1.429
C 1.683 3.577 -0.876
C 0.765 3.992 0.323
N 0.106 2.968 1.098
C 0.923 2.230 2.034
C -1.149 3.339 1.667
C -1.316 4.621 2.190
C -2.495 5.028 2.794
C -3.538 4.116 2.901
C -3.389 2.838 2.393
C -2.211 2.406 1.757
S -2.171 0.779 1.131
C 1.232 2.070 -2.792
C 2.082 1.429 -3.692
C 1.680 1.092 -4.981
C 0.397 1.418 -5.392
C -0.447 2.088 -4.520
C -0.072 2.450 -3.215
S -1.204 3.264 -2.181
H 3.713 1.773 -1.441
H 2.595 0.384 -1.332
H 2.845 1.441 0.059
H 1.452 4.285 -1.673
H 2.726 3.763 -0.583
H -0.025 4.606 -0.098
H 1.395 4.641 0.967
H 1.323 2.878 2.839
H 1.760 1.755 1.531
H 0.325 1.435 2.483
H -0.487 5.316 2.113
H -2.594 6.038 3.176
H -4.476 4.402 3.366
H -4.210 2.134 2.452
H 3.083 1.155 -3.386
H 2.365 0.570 -5.640
H 0.044 1.143 -6.380
H -1.457 2.335 -4.824
F 2.688 -7.118 -1.937
C 2.110 -5.930 -1.578
C 0.874 -5.603 -2.098
C 0.298 -4.395 -1.716
C 0.920 -3.515 -0.828
C 2.174 -3.892 -0.352
C 2.779 -5.095 -0.710
Sb 0.027 -1.402 -0.507
C 0.712 -1.450 1.546
C -0.143 -1.613 2.634
C 0.328 -1.552 3.940
C 1.671 -1.320 4.149
F 2.141 -1.264 5.430
C 2.554 -1.133 3.108
C 2.058 -1.195 1.810
C -1.873 -2.364 -0.213
C -2.995 -1.754 -0.770
C -4.256 -2.334 -0.664
C -4.370 -3.521 0.025
F -5.600 -4.106 0.141
C -3.290 -4.148 0.612
C -2.037 -3.559 0.483
H 0.379 -6.282 -2.782
H -0.677 -4.143 -2.122
H 2.706 -3.245 0.338
H 3.748 -5.387 -0.323
H -1.204 -1.751 2.465
H -0.336 -1.662 4.788
H 3.597 -0.928 3.314
H 2.743 -1.016 0.987
H -2.879 -0.794 -1.266
H -5.135 -1.868 -1.089
H -3.434 -5.074 1.153
H -1.175 -4.048 0.922
```

Output
LUMO energy, hartree: 0.165
Electronic energy, eV: -78565.5809
ΔE to the lowest compared entry with this formula, charge and spin, kcal/mol: 13.4
Charge: -2

***

# 6
Entry from the Open Molecules 2025 dataset: a molecular structure, C61H57BrN7O2P2Tl (wB97M-V/def2-TZVPD).

```
131
C61H57BrN7O2P2Tl wB97M-V/def2-TZVPD
Tl 0.159 0.502 1.016
C 4.786 0.592 1.244
C 5.087 0.010 2.467
C 4.048 -0.375 3.293
C 2.733 -0.161 2.891
N 2.449 0.389 1.698
C 3.458 0.744 0.899
C 1.589 -0.531 3.776
C 1.697 -0.521 5.163
C 0.551 -0.746 5.914
C -0.660 -0.946 5.271
C -0.681 -0.923 3.882
N 0.428 -0.762 3.167
C -1.932 -0.991 3.083
C -3.131 -1.457 3.609
C -4.240 -1.551 2.786
C -4.125 -1.179 1.455
C -2.899 -0.713 1.013
N -1.833 -0.623 1.797
H 5.559 0.909 0.563
H 6.113 -0.150 2.767
H 4.249 -0.859 4.236
H 3.198 1.181 -0.047
H 2.635 -0.290 5.646
H 0.595 -0.716 6.992
H -1.567 -1.054 5.844
H -3.190 -1.770 4.640
H -5.179 -1.920 3.178
H -4.961 -1.239 0.776
H -2.753 -0.381 -0.005
C -0.944 -1.664 -2.474
N 0.289 -2.359 -2.676
C 1.421 -2.151 -1.815
P 1.068 -2.174 0.026
C 0.012 -3.646 0.202
C -0.982 -3.713 1.171
C -1.736 -4.864 1.331
C -1.504 -5.962 0.520
C -0.498 -5.917 -0.433
C 0.263 -4.772 -0.585
C 2.619 -2.766 0.776
C 2.544 -3.403 2.014
C 3.679 -3.933 2.599
C 4.907 -3.827 1.958
C 4.992 -3.184 0.734
C 3.854 -2.652 0.145
C 0.241 -3.521 -3.475
C -0.964 -4.184 -3.701
C -0.994 -5.326 -4.486
C 0.166 -5.832 -5.047
C 1.365 -5.166 -4.833
C 1.406 -4.015 -4.067
P -0.758 0.111 -1.951
C 0.454 0.680 -3.181
C 1.680 1.187 -2.795
C 2.646 1.534 -3.725
C 2.384 1.363 -5.075
C 1.165 0.837 -5.482
C 0.209 0.496 -4.543
C -2.324 0.814 -2.572
C -3.545 0.190 -2.310
C -4.733 0.746 -2.751
C -4.727 1.939 -3.458
C -3.520 2.552 -3.750
C -2.329 1.990 -3.318
H -1.603 -2.157 -1.738
H -1.497 -1.640 -3.421
H 1.946 -1.216 -2.041
H 2.134 -2.958 -1.995
H -1.149 -2.869 1.823
H -2.498 -4.905 2.094
H -2.092 -6.858 0.641
H -0.301 -6.775 -1.057
H 1.054 -4.771 -1.319
H 1.587 -3.521 2.508
H 3.605 -4.445 3.548
H 5.789 -4.259 2.405
H 5.942 -3.106 0.226
H 3.947 -2.157 -0.812
H -1.878 -3.836 -3.250
H -1.937 -5.827 -4.647
H 0.137 -6.723 -5.655
H 2.275 -5.532 -5.283
H 2.342 -3.489 -3.959
H 1.888 1.291 -1.743
H 3.595 1.933 -3.402
H 3.127 1.631 -5.808
H 0.964 0.689 -6.531
H -0.733 0.079 -4.876
H -3.586 -0.772 -1.811
H -5.664 0.237 -2.557
H -5.654 2.370 -3.804
H -3.500 3.461 -4.334
H -1.396 2.469 -3.583
Br -1.486 5.439 2.868
C 0.365 5.040 2.798
C 1.227 6.027 2.345
C 2.582 5.753 2.229
C 3.065 4.496 2.564
C 2.188 3.519 3.002
C 0.827 3.775 3.127
C -0.095 2.718 3.658
O -0.591 2.832 4.759
O -0.319 1.715 2.882
H 0.839 7.001 2.092
H 3.255 6.527 1.891
H 4.122 4.284 2.494
H 2.566 2.542 3.287
C -4.394 3.535 0.175
C -3.830 2.858 1.402
N -2.508 2.349 1.074
C -1.651 3.041 0.282
N -0.436 2.539 0.134
C 0.602 3.480 -0.289
C 0.133 4.377 -1.414
C -1.171 5.048 -1.031
N -2.085 4.123 -0.379
C -3.439 4.642 -0.219
H -5.383 3.946 0.374
H -4.479 2.815 -0.643
H -4.442 2.016 1.733
H -3.762 3.571 2.232
H -2.002 1.972 1.877
H 1.474 2.916 -0.629
H 0.931 4.079 0.566
H 0.017 3.800 -2.330
H 0.885 5.144 -1.605
H -1.680 5.442 -1.916
H -0.996 5.890 -0.352
H -3.721 5.080 -1.178
H -3.436 5.447 0.527
```

Output
LUMO energy, hartree: -0.218
Electronic energy, eV: -172011.0945
ΔE to the lowest compared entry with this formula, charge and spin, kcal/mol: 0.0
Charge: +2

***

# 7
Entry from the Open Molecules 2025 dataset: 12 unconnected molecules or ions with the total composition CH25O12 at a distorted geometry (wB97M-V/def2-TZVPD).

```
38
CH25O12 wB97M-V/def2-TZVPD
C -10.465 6.173 -6.518
O -10.700 7.461 -6.038
H -10.657 5.481 -5.743
H -9.463 6.239 -7.012
H -11.122 5.787 -7.250
O -7.366 7.303 -8.256
H -7.815 7.971 -8.733
H -7.281 7.715 -7.397
O -8.162 8.088 -5.713
H -9.086 7.806 -5.952
H -7.815 7.827 -4.874
O -12.948 8.714 -5.620
H -13.237 9.206 -6.360
H -12.148 8.241 -5.801
O -12.693 3.826 -4.427
H -12.667 4.759 -4.151
H -12.844 3.803 -5.378
O -10.415 6.614 -3.437
H -10.514 6.536 -4.437
H -9.773 5.937 -3.229
O -10.068 3.398 -4.578
H -11.014 3.490 -4.503
H -9.901 3.591 -5.485
O -12.974 4.124 -7.360
H -13.553 4.848 -7.162
H -12.116 4.544 -7.312
O -13.022 6.470 -3.584
H -12.094 6.364 -3.263
H -13.023 7.240 -4.176
O -11.609 7.699 -8.755
H -11.102 7.147 -9.338
H -11.199 7.617 -7.891
O -7.353 5.205 -5.582
H -6.474 5.299 -5.928
H -7.746 6.006 -5.924
O -9.998 9.501 -3.731
H -10.108 8.509 -3.612
H -9.114 9.763 -3.474
```

Output
LUMO energy, hartree: 0.107
Electronic energy, eV: -26014.6907
ΔE to the lowest compared entry with this formula, charge and spin, kcal/mol: 18.8
Charge: -1

***

# 8
Entry from the Open Molecules 2025 dataset: a molecular structure, C24H21BrMnN7O2S at a distorted geometry (wB97M-V/def2-TZVPD).

```
57
C24H21BrMnN7O2S wB97M-V/def2-TZVPD
Mn 0.085 0.708 0.289
S 2.336 0.635 0.452
C 2.453 -1.125 0.332
N 3.672 -1.616 0.533
N 4.033 -2.820 0.284
C 3.661 -3.824 -0.671
C 2.805 -3.638 -1.752
C 2.657 -4.661 -2.672
C 3.331 -5.865 -2.512
C 4.177 -6.044 -1.430
C 4.350 -5.022 -0.517
N 1.364 -1.887 0.299
N 0.265 -1.208 0.486
C -0.927 -2.029 0.644
C -1.077 -3.189 -0.098
C -2.217 -3.959 0.069
C -3.199 -3.578 0.977
C -3.029 -2.431 1.739
C -1.886 -1.659 1.574
H 4.871 -3.037 0.795
H 2.284 -2.712 -1.900
H 2.007 -4.516 -3.530
H 3.201 -6.661 -3.236
H 4.713 -6.978 -1.301
H 5.025 -5.152 0.327
H -0.307 -3.477 -0.803
H -2.339 -4.870 -0.510
H -4.090 -4.187 1.104
H -3.768 -2.159 2.487
H -1.704 -0.819 2.216
O -6.037 1.980 -0.231
C -4.760 1.781 0.066
C -4.197 2.012 1.321
C -2.867 1.738 1.508
N -2.074 1.268 0.531
C -2.647 1.092 -0.654
Br -1.432 0.479 -1.975
C -3.951 1.315 -0.969
H -6.542 2.308 0.520
H -4.792 2.393 2.146
H -2.407 1.891 2.478
H -4.356 1.145 -1.960
N 1.754 7.594 -0.338
C 1.026 6.933 0.594
O 0.497 7.441 1.556
C 0.845 5.441 0.394
C 0.698 4.675 1.541
C 0.459 3.335 1.413
N 0.341 2.730 0.201
C 0.480 3.474 -0.907
C 0.728 4.828 -0.845
H 1.902 8.581 -0.202
H 2.293 7.129 -1.041
H 0.761 5.143 2.516
H 0.354 2.715 2.286
H 0.384 2.968 -1.856
H 0.795 5.391 -1.769
```

Output
Multiplicity: 5
LUMO energy (spin up / spin down), hartree: -0.274 / -0.263
Electronic energy, eV: -151937.8400
Charge: +2

***

# 9
Entry from the Open Molecules 2025 dataset: a molecular structure, C17H25NO5Sn at a distorted geometry (wB97M-V/def2-TZVPD).

```
49
C17H25NO5Sn wB97M-V/def2-TZVPD
Sn 0.377 -0.685 0.569
C -1.324 0.746 -2.243
C -2.400 0.348 -1.265
O -1.877 0.450 0.062
C -2.810 0.859 1.069
C -2.245 0.449 2.419
O -0.826 0.638 2.476
C -0.310 1.825 3.065
C 0.236 2.800 2.009
O 0.981 2.079 1.046
C 1.894 2.781 0.249
C 2.908 1.812 -0.376
O 2.332 0.556 -0.686
C 2.284 0.133 -2.054
C 0.994 0.580 -2.700
O -0.073 0.168 -1.844
H -1.222 1.836 -2.281
H -1.603 0.398 -3.240
H -2.715 -0.683 -1.448
H -3.261 1.004 -1.405
H -3.779 0.377 0.927
H -2.960 1.942 1.012
H -2.409 -0.621 2.565
H -2.755 0.986 3.219
H 0.514 1.527 3.719
H -1.063 2.335 3.667
H 0.852 3.576 2.475
H -0.610 3.297 1.502
H 2.405 3.560 0.828
H 1.339 3.299 -0.560
H 3.698 1.633 0.365
H 3.371 2.265 -1.254
H 2.310 -0.959 -2.031
H 3.143 0.495 -2.620
H 0.927 0.095 -3.678
H 0.962 1.663 -2.854
N 0.089 -3.437 0.246
C 0.044 -4.583 0.165
C 0.016 -6.014 0.103
C 1.151 -6.743 -0.270
C 1.128 -8.164 -0.290
C -0.044 -8.888 -0.113
C -1.164 -8.160 0.263
C -1.167 -6.739 0.285
H 2.035 -6.220 -0.618
H 2.062 -8.712 -0.376
H -0.055 -9.969 -0.154
H -2.040 -8.707 0.602
H -2.113 -6.214 0.369
```

Output
LUMO energy (spin up / spin down), hartree: -0.629 / -0.553
Electronic energy, eV: -35545.6934
Charge: +4